[1]
84
Properties=species:S:1:pos:R:3:forces:R:3 method="wB97M-V/def2-TZVPD" lumo_energy_ev="-0.998 / -4.530" energy_ha=-3931.07598 multiplicity=2
O -26.731 -25.241 -23.593 1.6 1.9 1.6
V -25.800 -24.180 -22.765 -3.2 -1.2 -0.3
O -26.776 -23.344 -21.811 0.7 -0.7 -1.0
S -24.457 -23.200 -24.929 -0.3 1.8 1.1
O -24.757 -23.728 -26.208 0.9 -0.3 -2.3
O -24.071 -24.161 -23.936 2.1 -2.7 1.8
O -23.430 -22.137 -25.026 0.0 -0.2 -0.9
O -25.660 -22.665 -24.305 -1.9 1.1 1.1
C -23.270 -22.291 -21.545 -0.5 -0.3 0.1
O -24.185 -23.385 -21.233 1.0 0.4 0.2
C -23.572 -24.405 -20.446 -1.9 -1.1 -0.3
C -24.701 -25.437 -20.041 0.9 -1.2 0.2
O -25.497 -26.052 -21.123 1.4 1.6 0.1
C -26.482 -27.036 -20.725 -1.4 0.8 -0.6
H -22.495 -22.666 -22.213 -0.1 0.3 -0.2
H -22.801 -21.854 -20.663 0.0 -0.5 0.4
H -23.869 -21.464 -21.925 0.0 -0.4 -0.6
H -23.121 -23.980 -19.549 -0.3 0.0 0.2
H -22.779 -24.948 -20.959 0.0 0.1 -0.5
H -25.321 -25.083 -19.217 -0.4 0.3 -0.4
H -24.130 -26.271 -19.634 0.1 -0.1 0.3
H -27.439 -26.536 -20.878 -0.2 0.2 0.6
H -26.435 -27.453 -19.719 0.6 0.5 0.1
H -26.628 -27.864 -21.418 1.2 0.0 -0.3
C -26.534 -26.825 -27.994 -0.1 0.7 1.0
O -26.490 -25.553 -27.309 -1.1 0.3 -0.8
C -27.815 -25.053 -26.890 1.4 -0.8 -0.4
C -27.878 -23.552 -26.601 1.8 -0.5 -0.5
O -27.062 -22.922 -27.606 -1.3 1.1 -0.2
C -27.096 -21.489 -27.544 0.9 -0.2 -0.2
H -27.320 -26.969 -28.735 -0.2 0.7 -0.2
H -26.720 -27.606 -27.257 0.2 -0.4 0.1
H -25.571 -26.957 -28.487 0.0 0.0 0.2
H -28.001 -25.667 -26.009 -0.9 0.3 0.1
H -28.526 -25.204 -27.702 0.0 -0.5 0.0
H -27.422 -23.288 -25.647 -0.4 -0.1 0.2
H -28.937 -23.298 -26.639 0.0 0.4 0.1
H -28.009 -20.959 -27.816 -0.7 -0.6 0.3
H -26.399 -21.082 -28.277 0.3 -0.5 -0.1
H -26.733 -21.125 -26.583 -0.2 -0.1 0.4
C -31.832 -20.724 -24.294 -0.3 0.7 -0.4
O -30.628 -20.008 -23.994 -1.5 1.0 0.9
C -29.460 -20.579 -24.371 1.0 -2.9 -0.7
C -29.140 -21.910 -23.606 0.9 0.7 -1.7
O -29.958 -22.984 -24.072 -0.9 -0.3 1.7
C -30.087 -24.074 -23.112 1.0 0.3 -1.2
H -31.798 -21.632 -24.896 1.0 -0.2 0.4
H -32.423 -20.088 -24.953 -0.3 0.5 0.4
H -32.326 -20.913 -23.342 -0.2 -0.1 -0.2
H -28.562 -19.969 -24.279 -0.4 0.6 0.4
H -29.562 -20.776 -25.438 0.5 -0.5 -0.4
H -29.077 -21.677 -22.543 -0.8 -0.5 0.3
H -28.118 -22.175 -23.878 0.3 0.1 0.0
H -29.092 -24.509 -23.020 0.2 -0.1 0.4
H -30.693 -24.869 -23.547 -0.3 0.4 -0.1
H -30.469 -23.793 -22.130 -0.1 0.3 -0.2
C -23.190 -26.964 -25.607 -0.7 -0.4 -0.7
C -24.518 -27.080 -24.875 0.7 -0.6 1.5
O -24.716 -28.425 -24.336 0.4 -2.0 1.7
C -24.329 -28.828 -23.088 0.5 2.5 0.1
O -23.739 -28.186 -22.223 -1.1 -1.2 -2.1
C -24.813 -30.268 -22.776 -0.9 -0.4 -1.2
F -26.036 -30.289 -22.207 0.1 0.5 -0.3
F -24.928 -30.952 -23.963 0.5 0.2 1.5
F -24.025 -30.875 -21.903 0.4 -0.1 -0.7
H -22.368 -27.441 -25.073 0.0 0.5 0.4
H -23.062 -25.906 -25.836 0.4 -0.1 0.2
H -23.211 -27.480 -26.567 -0.2 0.0 -0.1
H -25.418 -26.959 -25.477 0.3 0.5 0.1
H -24.492 -26.475 -23.969 -0.3 0.4 -0.5
C -29.436 -23.958 -19.430 -0.6 0.3 -0.7
C -28.619 -23.429 -18.260 -0.3 -1.1 -1.6
O -29.134 -24.106 -17.093 0.0 0.4 1.5
C -28.513 -25.120 -16.495 1.6 -0.4 -0.6
O -27.595 -25.757 -16.974 -1.0 0.6 0.7
C -29.083 -25.473 -15.031 1.1 0.5 -2.9
F -29.659 -26.636 -15.120 -0.3 -2.0 0.2
F -28.096 -25.518 -14.134 -0.4 0.3 0.0
F -30.024 -24.633 -14.747 -0.8 1.7 1.4
H -30.471 -23.615 -19.417 -0.1 -0.1 0.5
H -29.444 -25.047 -19.480 0.1 0.0 0.2
H -29.113 -23.617 -20.414 0.7 0.1 0.2
H -28.752 -22.352 -18.161 0.0 -0.2 0.5
H -27.580 -23.671 -18.485 0.1 0.0 0.7

[2]
81
Properties=species:S:1:pos:R:3:forces:R:3 method="wB97M-V/def2-TZVPD" lumo_energy_ev="-0.139 / -0.293" energy_ha=-3554.42817 multiplicity=5 e_above_lowest_kcal_mol=41.78
Fe 2.863 -1.564 -1.027 -3.9 1.5 -1.0
O 1.176 -2.221 -2.220 2.6 0.9 0.7
C 0.154 -1.301 -1.992 0.5 0.7 1.2
C 0.582 0.205 -1.531 0.0 -1.3 -0.8
O 1.791 0.310 -0.866 1.2 -1.9 0.3
H -0.428 -1.743 -1.184 -0.4 0.2 0.7
H -0.576 -1.254 -2.799 0.1 0.2 -0.6
H -0.253 0.547 -0.920 -0.4 0.1 0.4
H 0.592 0.888 -2.380 0.0 0.0 -0.6
C -6.218 -3.980 -1.400 -1.9 0.0 0.0
O -4.918 -3.602 -1.185 2.3 0.4 -0.5
C -4.509 -3.058 -0.018 -5.8 -1.1 0.3
O -5.277 -2.798 0.879 0.0 0.4 0.1
O -3.276 -2.992 -0.016 5.2 1.0 -0.4
C -2.568 -2.174 0.919 1.2 -0.7 1.0
H -6.323 -4.294 -2.439 0.4 -0.3 0.1
H -6.919 -3.150 -1.304 0.0 0.2 0.4
H -6.524 -4.772 -0.716 -0.1 -0.1 -0.1
H -1.856 -2.832 1.417 0.0 -0.3 0.0
H -3.135 -1.763 1.755 -0.6 0.2 -0.7
H -1.913 -1.476 0.399 -0.7 0.3 -0.3
C -1.865 2.538 6.344 0.6 0.8 0.4
O -1.221 2.646 5.082 0.1 -0.5 -1.2
C -1.716 1.942 4.031 -1.8 -1.5 2.0
O -2.705 1.213 4.058 1.4 1.3 0.0
O -0.907 2.096 3.028 1.2 0.1 -1.4
C -1.183 1.344 1.833 -1.3 -0.1 -0.5
H -1.919 1.517 6.722 -0.7 0.0 -0.5
H -2.758 3.163 6.324 -0.4 -0.7 0.2
H -1.180 3.044 7.023 0.1 0.1 0.0
H -2.085 1.722 1.351 -0.1 0.4 0.1
H -1.464 0.311 2.040 0.6 0.0 0.3
H -0.397 1.449 1.085 0.4 -0.1 0.7
C 2.127 7.081 -2.250 1.6 0.3 0.4
O 1.401 6.552 -1.146 -0.4 3.2 -1.2
C 1.369 5.299 -0.866 0.9 -2.1 -1.5
O 1.795 4.397 -1.552 0.0 0.1 0.4
O 0.776 5.229 0.281 -1.4 0.2 2.6
C 0.609 4.002 0.954 0.0 -1.5 -0.6
H 2.086 6.573 -3.214 -0.5 -0.3 0.4
H 3.163 7.112 -1.913 0.3 -0.4 -0.3
H 1.943 8.150 -2.354 -0.9 -0.2 0.1
H -0.178 3.970 1.708 0.1 1.1 -0.1
H 1.542 3.702 1.431 0.0 -0.1 -0.1
H 0.289 3.246 0.237 0.5 -0.1 -0.2
C 2.068 -1.109 3.282 0.8 1.8 -0.9
O 1.544 -2.351 2.981 -0.5 -1.9 -0.9
C 1.664 -2.883 1.730 -1.6 -0.5 2.7
O 2.315 -2.445 0.834 1.0 0.2 -0.9
O 0.917 -3.972 1.762 -0.2 -0.2 0.7
C 0.848 -4.856 0.642 0.8 0.6 -1.0
H 2.071 -0.917 4.355 -0.1 -0.4 -0.1
H 1.487 -0.338 2.776 -0.2 0.2 0.1
H 3.074 -1.002 2.875 0.3 -0.1 0.2
H 1.875 -5.085 0.357 -0.1 0.0 -0.3
H 0.336 -4.318 -0.156 0.1 -0.3 -0.2
H 0.357 -5.802 0.869 -0.2 0.5 0.6
C -4.367 -2.037 -4.227 0.8 -1.4 -1.3
O -3.888 -0.716 -4.285 0.6 2.2 0.6
C -2.777 -0.463 -5.036 0.5 -4.9 -1.8
O -2.227 -1.408 -5.700 -1.4 4.0 2.4
O -2.464 0.814 -4.990 -0.2 -0.9 1.1
C -1.114 1.216 -5.230 -0.1 1.5 -1.6
H -5.313 -2.233 -3.724 -0.1 1.2 0.0
H -3.650 -2.685 -3.723 0.2 0.0 -0.2
H -4.437 -2.310 -5.280 -0.2 -0.8 0.2
H -0.304 0.488 -5.221 -0.6 -0.3 0.4
H -0.931 2.097 -4.614 0.1 -0.5 0.5
H -1.190 1.662 -6.221 0.6 -0.2 -0.3
C 6.389 -2.449 1.306 0.8 -1.2 0.6
O 6.106 -1.112 1.681 -0.7 0.3 -1.4
C 5.242 -0.444 0.928 -0.1 2.4 0.9
O 4.475 -0.895 0.076 1.8 0.9 1.3
O 5.373 0.888 1.365 0.9 -4.5 0.0
C 4.422 1.790 0.960 -1.5 0.9 -2.5
H 7.128 -2.716 2.062 -0.4 -0.5 0.1
H 6.908 -2.625 0.364 -0.2 0.8 -0.3
H 5.520 -3.107 1.312 -0.1 0.2 0.3
H 4.645 2.772 1.376 -0.3 -0.4 0.4
H 3.406 1.402 1.034 -0.2 0.3 0.7
H 4.504 1.873 -0.124 0.0 0.4 -0.2

[3]
67
Properties=species:S:1:pos:R:3:forces:R:3 method="wB97M-V/def2-TZVPD" lumo_energy_ev="-12.801 / -12.597" energy_ha=-4701.77683 charge=+3 e_above_lowest_kcal_mol=20.16
Y -0.072 -0.528 0.909 0.5 -0.1 1.1
P 0.238 1.943 2.516 -0.1 0.9 0.1
P -2.764 0.541 0.793 -1.3 0.5 -0.7
P 2.735 -0.124 0.717 1.4 0.0 -0.9
H -1.349 -3.081 -6.442 0.0 -0.7 -0.3
C -0.584 -3.850 -6.258 -0.3 -0.7 0.4
C -0.709 -4.661 -5.178 0.0 0.2 -1.0
H -1.684 -4.758 -4.672 0.7 0.5 0.1
C 0.275 3.571 1.671 0.0 0.0 -0.1
C -1.107 2.178 3.737 -0.1 -0.1 0.1
C 1.701 2.113 3.608 0.2 -0.2 0.0
C -3.454 -0.434 -0.610 0.1 -0.2 0.2
C -4.063 0.348 2.082 0.4 -0.2 0.4
C -3.068 2.261 0.213 0.3 0.1 0.1
C 2.950 -1.297 -0.696 -0.1 -0.2 0.2
C 4.025 -0.709 1.890 -0.3 -0.1 0.4
C 3.492 1.406 0.032 -0.2 0.1 0.2
H 0.190 -3.915 -7.044 0.0 0.1 0.9
H 0.083 -5.326 -4.811 -0.4 0.1 -0.6
H 0.363 4.377 2.415 -0.1 -0.2 -0.2
H -0.636 3.722 1.077 0.3 0.0 0.1
H 1.145 3.615 1.002 -0.2 0.1 0.1
H -0.841 3.009 4.405 -0.1 -0.2 -0.1
H -1.234 1.265 4.337 0.0 0.3 -0.1
H -2.057 2.413 3.240 0.2 0.0 0.1
H 1.650 3.086 4.122 0.0 -0.3 -0.2
H 2.634 2.065 3.026 -0.3 0.0 0.2
H 1.705 1.312 4.363 0.1 0.3 -0.2
H -4.554 -0.375 -0.620 0.4 0.0 -0.1
H -3.151 -1.485 -0.494 -0.2 0.2 -0.1
H -3.049 -0.065 -1.563 -0.2 -0.1 0.2
H -4.909 1.032 1.904 0.4 -0.3 -0.1
H -3.622 0.566 3.066 -0.3 0.0 -0.2
H -4.427 -0.690 2.089 0.1 0.3 0.0
H -4.143 2.441 0.074 0.3 -0.1 0.0
H -2.543 2.418 -0.740 -0.2 0.1 0.2
H -2.683 2.985 0.942 -0.2 -0.1 -0.2
H 4.015 -1.541 -0.831 -0.4 0.1 -0.1
H 2.538 -0.864 -1.620 0.2 -0.1 0.2
H 2.394 -2.221 -0.474 0.3 0.2 -0.2
H 4.998 -0.839 1.388 -0.4 0.1 0.1
H 3.711 -1.675 2.314 0.2 0.2 -0.1
H 4.139 0.006 2.721 0.0 -0.2 -0.3
H 4.547 1.246 -0.238 -0.4 0.0 0.1
H 3.436 2.214 0.775 0.1 -0.2 -0.2
H 2.926 1.719 -0.857 0.2 0.0 0.2
C 0.073 0.495 -3.068 -0.3 -0.6 1.0
C -0.420 -0.805 -3.315 -0.1 -1.4 -0.6
C -0.283 -1.363 -4.569 -0.6 -0.2 1.4
C 0.254 -0.651 -5.647 0.2 0.2 -0.2
C 0.739 0.656 -5.428 0.2 1.2 1.0
C 0.669 1.195 -4.145 0.5 0.7 -1.5
Se -0.090 1.225 -1.371 0.4 0.6 -1.3
H -0.314 -1.960 -0.399 -0.3 -0.2 -0.4
H -0.877 -1.431 -2.548 0.2 0.4 0.1
H -0.580 -2.399 -4.703 0.0 0.3 0.0
H 0.280 -1.143 -6.621 0.1 0.3 0.1
H 1.172 1.276 -6.220 -0.2 -0.5 0.2
H 1.072 2.180 -3.934 0.0 0.0 -0.2
S -1.609 -1.789 4.768 1.2 -0.3 -1.0
C 0.013 -1.611 5.347 0.2 0.3 -1.1
C 0.888 -1.369 4.306 -1.0 0.0 -0.2
N 0.291 -1.349 3.038 -1.5 -1.2 1.3
C -1.033 -1.654 3.131 1.1 0.1 1.7
H 0.264 -1.693 6.400 -0.2 0.1 -0.2
H 1.968 -1.235 4.404 -0.5 0.0 -0.1
H -1.662 -1.991 2.290 0.2 0.4 0.3